[1]
{"formula": "C3H3N3OS", "method": "wB97M-V/def2-TZVPD", "symbols": ["O", "C", "S", "N", "C", "N", "N", "C", "H", "H", "H"], "xyz": [[0.23089, -1.37894, 1.96500], [0.00452, -1.21039, 0.76178], [-0.14803, -2.66746, -0.46771], [-0.07573, 0.02180, 0.28599], [0.22121, 1.30166, 0.87491], [0.41288, 2.28483, 0.09743], [0.22481, 1.76013, -1.17425], [-0.08973, 0.50470, -1.12645], [-1.20757, -1.99049, -1.10618], [0.75394, 1.56851, 2.00115], [-0.32718, -0.19435, -2.11167]], "atomic_forces_ev_per_a": [[-0.5, -0.3, -3.0], [0.9, -3.3, 3.8], [-1.3, 2.5, 0.6], [0.0, 5.8, -4.3], [2.9, -0.4, 5.9], [-0.5, -1.2, -1.2], [-1.0, -1.0, -1.6], [0.0, -1.4, -0.9], [1.1, -1.0, 0.5], [-2.4, -1.8, -3.0], [0.8, 2.1, 3.1]], "nbo_charge": [-0.538, 0.608, -0.051, -0.510, 0.215, -0.262, -0.281, 0.174, 0.141, 0.255, 0.250], "e_above_lowest_kcal_mol": 82.38, "e_lumo_ev": -0.356, "max_force_ha_per_bohr": 0.140, "smiles": "O=C(S)n1cnnc1", "orbital_gap_ev": 10.2}

---

[2]
{"formula": "C3H3N3S", "method": "wB97M-V/def2-TZVPD", "symbols": ["H", "N", "C", "N", "C", "N", "C", "S", "H", "H"], "xyz": [[-0.92773, 2.47002, -0.40715], [0.14111, 2.20915, -0.10157], [0.11234, 0.97619, 0.18818], [1.42616, 0.37139, 0.46210], [1.22988, -0.85966, 0.04723], [-0.14260, -1.19736, -0.07829], [-0.94731, -0.05933, 0.09466], [-2.50154, 0.03034, 0.18493], [1.94185, -1.64818, -0.21183], [-0.33215, -2.29257, -0.17826]], "atomic_forces_ev_per_a": [[3.0, -0.6, 0.9], [-4.1, 0.2, -0.7], [2.4, 1.2, 0.7], [-0.8, -2.2, -2.0], [-1.2, 1.9, 1.2], [0.7, -3.1, -0.7], [2.8, -2.1, -0.3], [-2.4, 0.4, 0.1], [0.1, 0.5, 0.5], [-0.4, 3.7, 0.3]], "nbo_charge": [0.343, -0.491, 0.283, -0.438, 0.261, -0.619, -0.058, 0.074, 0.206, 0.439], "e_above_lowest_kcal_mol": 38.65, "e_lumo_ev": -1.071, "max_force_ha_per_bohr": 0.082, "smiles": "[H]/N=C1/N=CNC1=S", "orbital_gap_ev": 8.2}

---

[3]
{"formula": "C3H3N3S", "method": "wB97M-V/def2-TZVPD", "symbols": ["C", "C", "C", "H", "H", "H", "N", "N", "N", "S"], "xyz": [[-1.12378, 0.51096, -0.13472], [0.10887, 0.01745, -0.27051], [1.87155, -0.99435, -0.03762], [-3.43316, 0.79406, 0.75354], [-1.43158, 1.53342, -0.23127], [2.58872, -1.70005, 0.19255], [0.58228, -1.23619, -0.14393], [2.24251, 0.37464, 0.07930], [1.23474, 1.05895, -0.14006], [-2.64014, -0.35890, -0.06728]], "atomic_forces_ev_per_a": [[-1.9, -0.3, -0.6], [0.5, 3.1, 0.6], [-2.0, 0.5, 0.9], [1.8, -2.6, -2.0], [1.2, 0.7, 0.2], [1.3, -1.6, 0.1], [2.3, 0.2, -0.4], [0.6, -0.8, -0.7], [-2.5, -1.2, -0.1], [-1.4, 2.0, 2.1]], "nbo_charge": [-0.245, 0.104, 0.175, 0.166, 0.243, 0.190, -0.399, -0.203, -0.108, 0.078], "e_above_lowest_kcal_mol": 73.48, "e_lumo_ev": -1.221, "max_force_ha_per_bohr": 0.074, "orbital_gap_ev": 8.2}

---

[4]
{"formula": "C3H3N3S", "method": "wB97M-V/def2-TZVPD", "symbols": ["S", "C", "C", "N", "C", "N", "N", "H", "H", "H"], "xyz": [[2.37724, -0.28627, 0.00098], [0.97400, 0.69258, -0.04165], [-0.26808, 0.19008, -0.07660], [-0.74468, -1.08459, -0.05457], [-2.05694, -0.87587, 0.06139], [-2.41200, 0.44692, 0.07088], [-1.32429, 1.15946, -0.02382], [3.27373, 0.72696, 0.50666], [1.04861, 1.79462, -0.12651], [-2.88525, -1.63446, -0.00211]], "atomic_forces_ev_per_a": [[1.4, 1.4, 0.9], [0.7, 0.7, -0.3], [-1.5, 1.2, 0.0], [-1.6, -0.4, 0.4], [0.9, -1.4, -1.0], [0.8, 1.8, 0.0], [-0.7, -1.8, 0.1], [-1.3, -1.4, -0.9], [0.0, -0.8, 0.3], [1.4, 0.7, 0.3]], "nbo_charge": [0.156, -0.218, 0.098, -0.437, 0.168, -0.242, -0.150, 0.156, 0.261, 0.209], "e_above_lowest_kcal_mol": 50.13, "e_lumo_ev": -1.473, "max_force_ha_per_bohr": 0.042, "smiles": "S/C=C1\\N=CN=N1", "orbital_gap_ev": 8.1}

---

[5]
{"formula": "C3H3N3S", "method": "wB97M-V/def2-TZVPD", "symbols": ["S", "C", "C", "N", "C", "N", "N", "H", "H", "H"], "xyz": [[-1.50587, -1.88719, -1.07023], [-0.62629, -0.67034, -0.11659], [0.54946, -0.08546, -0.60932], [1.07438, 0.92696, -0.08852], [0.57410, 1.36300, 1.01972], [-0.55802, 0.89177, 1.56326], [-1.25496, -0.06051, 0.93745], [-0.38373, -2.27080, -1.77527], [1.11162, -0.53483, -1.37810], [1.01928, 2.32741, 1.51760]], "atomic_forces_ev_per_a": [[1.0, -0.1, 0.2], [-1.3, 1.5, 0.5], [-1.3, -3.1, -0.6], [2.8, 2.4, 0.3], [-1.4, 2.4, 2.5], [-0.1, 0.3, -0.2], [1.8, -0.9, -1.0], [-0.8, 0.3, 0.4], [0.2, -0.6, -1.3], [-0.8, -2.2, -0.9]], "nbo_charge": [0.072, -0.017, 0.039, -0.404, 0.195, -0.222, -0.187, 0.134, 0.190, 0.201], "e_above_lowest_kcal_mol": 46.16, "e_lumo_ev": -0.109, "max_force_ha_per_bohr": 0.073, "smiles": "Sc1cncnn1", "orbital_gap_ev": 9.4}

---

[6]
{"formula": "C3H3N4", "method": "wB97M-V/def2-TZVPD", "symbols": ["C", "C", "C", "N", "N", "N", "N", "H", "H", "H"], "xyz": [[2.72806, 1.47753, -0.12271], [-1.18820, -0.80146, -0.00451], [0.21294, -0.91080, 0.09994], [1.96210, 0.62205, 0.06354], [-0.56117, -1.98574, -0.13889], [1.42483, -0.50074, 0.07490], [-2.33204, -0.21774, -0.00683], [3.37178, 2.30141, 0.03180], [-2.44192, 0.76817, 0.19377], [-3.17639, -0.75267, -0.19101]], "atomic_forces_ev_per_a": [[3.2, 3.3, -2.6], [1.6, 0.3, 0.2], [-2.4, 1.8, -0.1], [-4.2, -4.4, 1.9], [-0.6, -1.3, -0.6], [2.6, 0.0, 0.3], [-0.7, -0.2, 0.0], [0.2, 0.6, 0.8], [0.2, -0.1, -0.2], [0.1, 0.0, 0.2]], "nbo_charge": [0.233, 0.444, 0.211, -0.158, -0.206, 0.007, -0.683, 0.260, 0.446, 0.446], "spin_multiplicity": 3, "e_above_lowest_kcal_mol": 76.25, "e_lumo_ev": [-4.013, -8.465], "total_charge": 1, "max_force_ha_per_bohr": 0.123, "orbital_gap_ev": [6.7, 6.6]}

---

[7]
{"formula": "C3H3N5", "method": "wB97M-V/def2-TZVPD", "symbols": ["C", "N", "C", "C", "N", "N", "N", "N", "H", "H", "H"], "xyz": [[-0.72021, 0.30747, 1.53897], [-0.24885, -0.81827, 1.99301], [0.72696, -1.41210, 0.82924], [0.70573, -0.32228, -0.26190], [0.81489, -0.19003, -1.59125], [-0.23868, 0.72390, -1.98146], [-0.80638, 1.19107, -0.90831], [-0.18569, 0.69027, 0.12263], [-1.58993, 0.86139, 1.76940], [1.60324, -1.13481, 1.54036], [0.36475, -2.34363, 0.61000]], "atomic_forces_ev_per_a": [[1.8, -2.5, -2.8], [-1.0, 2.3, -3.3], [1.9, 6.8, 3.9], [-2.1, 1.2, -1.8], [-1.7, -0.5, 1.0], [1.8, -0.3, 2.2], [0.3, 0.4, -1.7], [0.1, -3.6, 3.6], [-0.4, 0.7, 1.2], [-0.4, -2.1, -1.8], [-0.1, -2.4, -0.6]], "nbo_charge": [0.238, -0.348, -0.290, 0.281, -0.290, -0.050, -0.044, -0.233, 0.221, 0.266, 0.248], "e_above_lowest_kcal_mol": 70.82, "e_lumo_ev": 0.042, "max_force_ha_per_bohr": 0.156, "smiles": "C1=NCc2nnnn21", "orbital_gap_ev": 10.9}

---

[8]
{"formula": "C3H3N5O", "method": "wB97M-V/def2-TZVPD", "symbols": ["N", "C", "C", "O", "C", "N", "N", "N", "N", "H", "H", "H"], "xyz": [[-3.05084, -1.21852, 0.63853], [-2.08974, -0.58335, 0.20164], [-1.18236, 0.40401, -0.49776], [-1.17954, 1.70558, -0.39741], [0.33556, -0.10939, -0.32885], [1.07606, 0.86402, 0.57070], [2.20657, 0.33816, 0.80937], [2.30287, -0.73252, -0.16077], [1.16929, -1.06857, -0.70183], [-1.29560, -0.00357, -1.44249], [-0.67063, 2.08622, 0.43900], [3.09422, -1.27289, -0.15937]], "atomic_forces_ev_per_a": [[6.5, 3.9, -2.8], [-6.6, -2.4, 3.5], [3.6, -5.1, 0.8], [-0.1, 3.8, 2.5], [1.7, 2.5, 2.5], [-1.0, -3.4, -0.5], [-0.2, -0.8, -3.6], [-1.4, 2.9, 3.2], [-2.1, 1.6, -0.2], [-1.0, 0.4, -2.8], [-1.4, -1.7, -2.4], [2.0, -1.8, -0.1]], "nbo_charge": [-0.282, 0.221, 0.026, -0.661, 0.231, -0.268, 0.002, -0.219, -0.209, 0.231, 0.528, 0.401], "e_above_lowest_kcal_mol": 65.11, "e_lumo_ev": 0.473, "max_force_ha_per_bohr": 0.157, "smiles": "N#C[C@@H](O)c1nn[nH]n1", "orbital_gap_ev": 11.1}

---

[9]
{"formula": "C3H3NO", "method": "wB97M-V/def2-TZVPD", "symbols": ["C", "C", "C", "N", "O", "H", "H", "H"], "xyz": [[-1.50221, 0.24260, 0.07274], [0.95890, 0.68545, -0.62902], [1.60738, -0.49889, -0.03727], [-2.65827, 0.33670, 0.04695], [1.64007, 0.84659, 0.43851], [1.05483, -1.19184, 0.57675], [2.54709, -0.84911, -0.44152], [-3.64779, 0.42849, -0.02714]], "atomic_forces_ev_per_a": [[0.0, -0.3, 0.3], [-0.3, 0.6, -1.1], [0.4, -1.3, 0.0], [-0.2, 0.1, -0.1], [0.3, 0.8, 0.9], [-0.1, 0.0, 0.1], [0.0, 0.0, -0.1], [0.0, 0.0, 0.0]], "nbo_charge": [0.316, 0.306, -0.285, -0.726, -0.435, 0.193, 0.184, 0.447], "e_above_lowest_kcal_mol": 104.10, "e_lumo_ev": 1.034, "max_force_ha_per_bohr": 0.026, "orbital_gap_ev": 10.1}

---

[10]
{"formula": "C3H3NO", "method": "wB97M-V/def2-TZVPD", "symbols": ["C", "C", "N", "C", "O", "H", "H", "H"], "xyz": [[-0.19097, 1.11200, 0.23116], [0.18157, -0.30968, 0.21723], [1.02195, -1.18049, 0.76148], [-0.07412, -1.45852, -0.48006], [-0.25434, -2.36140, -1.22933], [0.56632, 1.37976, -0.49871], [-0.06765, 1.63218, 1.22675], [-1.18275, 1.18615, -0.22852]], "atomic_forces_ev_per_a": [[0.3, -0.1, 0.5], [0.5, -1.5, 1.8], [-2.7, 1.2, -2.2], [2.2, -1.7, 0.2], [-0.4, 1.0, 0.8], [0.0, 1.4, -0.1], [-0.1, -0.6, -1.3], [0.2, 0.4, 0.3]], "nbo_charge": [-0.681, 0.092, -0.309, 0.634, -0.488, 0.253, 0.254, 0.245], "e_above_lowest_kcal_mol": 51.01, "e_lumo_ev": 0.248, "max_force_ha_per_bohr": 0.072, "smiles": "Cc1nc1=O", "orbital_gap_ev": 9.5}